Model i:
ORCA calculation (ωB97M-V/def2-TZVPD) on 2 unconnected molecules or ions with the total composition H4N2O2.

## Properties
- Molar mass: 64.04 g/mol
- HOMO-LUMO gap: 0.3645 Ha
- Lowest unoccupied orbital energy: 0.6 eV
- SMILES: [H]/N=N\[H].OO

Last column: Löwdin charge in e.
Geometry (Å):
H -0.7649 -0.8435 -0.3131  0.030
N -1.8244 -0.8069 -0.2292  -0.029
N -2.1184 0.3262 0.2329  -0.025
H -1.2730 0.8705 0.1633  -0.003
O 0.8207 0.2795 -0.2605  -0.141
O 1.9798 -0.4209 0.0714  -0.049
H 1.1797 1.1000 -0.6804  0.130
H 2.0004 -0.5048 1.0157  0.087

Model ii:
ORCA calculation (ωB97M-V/def2-TZVPD) on 2 unconnected molecules or ions with the total composition H4N2O2.

## Properties
- Molar mass: 64.04 g/mol
- HOMO-LUMO gap: 0.3135 Ha
- Lowest unoccupied orbital energy: 0.7 eV
- SMILES: [H]/N=N\[H].OO

Last column: Löwdin charge in e.
Geometry (Å):
H 0.9128 -0.8084 0.5787  0.058
N 1.7080 -0.5696 -0.0526  -0.051
N 2.6691 0.1346 -0.0804  -0.047
H 3.0383 0.9956 0.3317  0.056
O -2.8182 -0.1746 -0.0986  -0.075
O -1.4499 -0.0305 0.3040  -0.112
H -2.9705 0.7218 -0.4041  0.082
H -1.0896 -0.2690 -0.5786  0.089

Most stable to least stable, the ends of the list are model i and model ii.

Model i:
ORCA calculation (ωB97M-V/def2-TZVPD) on 3 unconnected molecules or ions with the total composition CH8N2O2.

## Properties
- Molar mass: 80.09 g/mol
- HOMO-LUMO gap: 0.3736 Ha
- Lowest unoccupied orbital energy: 1.0 eV
- SMILES: [H]/N=C/N.O.O

Last column: Löwdin charge in e.
Geometry (Å):
H -0.0181 -2.7060 0.9538  0.040
N 0.1238 -1.8188 0.4926  0.032
C -0.8663 -1.5233 -0.2659  -0.378
N -1.1898 -0.2858 -0.6677  0.110
H -1.4720 -2.3267 -0.6995  0.117
H -0.5929 0.5148 -0.4691  0.061
H -1.9981 -0.1338 -1.2393  0.094
O -0.0510 2.5244 0.0836  -0.085
H 0.6967 2.0887 0.5348  0.009
H -0.5351 2.9683 0.7911  0.043
O 1.8716 0.5177 0.4178  -0.081
H 2.6180 0.5108 -0.1900  0.050
H 1.4132 -0.3302 0.2578  -0.011

Model ii:
ORCA calculation (ωB97M-V/def2-TZVPD) on 3 unconnected molecules or ions with the total composition CH8N2O2.

## Properties
- Molar mass: 80.09 g/mol
- HOMO-LUMO gap: 0.3880 Ha
- Lowest unoccupied orbital energy: 0.7 eV
- SMILES: [H]/N=C/N.O.O

Last column: Löwdin charge in e.
Geometry (Å):
H -0.3808 0.1776 -2.4070  0.048
N -0.1419 0.2810 -1.4330  0.070
C 0.6271 1.1901 -1.0458  -0.392
N 1.1048 1.3298 0.2259  0.081
H 1.0121 1.9863 -1.6987  0.118
H 0.6149 0.8753 0.9802  0.058
H 1.3495 2.2759 0.4605  0.085
O -1.3067 0.2301 2.4210  -0.063
H -1.3981 -0.0889 1.5148  0.020
H -0.6279 -0.3440 2.8102  0.046
O 0.0272 -2.5688 -0.5742  -0.088
H 0.0224 -1.7670 -0.0354  -0.013
H -0.8353 -2.5083 -1.0122  0.031

Most stable to least stable, the ends of the list are model i and model ii.

Model i:
ORCA calculation (ωB97M-V/def2-TZVPD) on a molecular structure, C5H6N.

## Properties
- Molar mass: 80.11 g/mol
- HOMO-LUMO gap: 0.3852 Ha
- Lowest unoccupied orbital energy: -6.0 eV
- Total charge: +1

Last column: Löwdin charge in e.
Geometry (Å):
C -1.8611 -0.4565 0.0325  0.067
C 1.0415 0.7009 0.2611  -0.032
C 0.7938 -0.8519 0.0513  -0.014
C -0.2085 0.9238 -0.4907  -0.106
C -0.5287 -0.4875 -0.5459  -0.031
N -1.5043 0.6984 0.4955  0.285
H -2.6010 -1.1349 0.4303  0.154
H 0.9101 0.8264 1.3408  0.153
H 1.9046 1.1125 -0.0485  0.092
H 1.4040 -1.1932 -0.8461  0.180
H 0.8623 -1.5510 0.7637  0.084
H -0.2127 1.4131 -1.4441  0.171

Model ii:
ORCA calculation (ωB97M-V/def2-TZVPD) on a gas-phase ion, C5H6N (charge +1).

## Properties
- Molar mass: 80.11 g/mol
- HOMO-LUMO gap: 0.3431 Ha
- Lowest unoccupied orbital energy: -6.1 eV
- Total charge: +1

Last column: Löwdin charge in e.
Geometry (Å):
C 0.5402 0.7841 0.1867  -0.162
C -0.5445 1.3372 -0.3571  0.032
C 0.2607 0.0839 1.6112  0.239
C -1.6181 1.8622 -0.7654  0.139
C 0.8943 -1.9405 0.1813  -0.013
N 0.6425 -0.6640 0.6971  -0.057
H 1.4747 1.4408 0.1459  0.178
H -2.2147 2.7371 -0.2000  0.190
H -2.0832 1.5896 -1.6292  0.068
H 0.5663 -2.1180 -0.8575  0.118
H 0.1944 -2.6986 0.6772  0.144
H 1.8874 -2.4137 0.3098  0.123

Model iii:
ORCA calculation (ωB97M-V/def2-TZVPD) on a gas-phase ion, C5H6N (charge +1).

## Properties
- Molar mass: 80.11 g/mol
- HOMO-LUMO gap (spin up / spin down): 0.2764 / 0.2747 Ha
- Lowest unoccupied orbital energy (spin up / spin down): -5.9 / -5.9 eV
- Total charge: +1

Last column: Löwdin charge in e.
Geometry (Å):
C -0.8333 1.0991 -0.4040  -0.096
C 0.5283 -1.5844 -0.2778  0.257
C -2.0166 -0.9142 0.1609  0.221
C 0.4758 0.9871 0.2087  -0.090
C 1.0681 -0.4636 -0.1047  -0.090
N -1.6837 0.1915 -0.0903  0.047
H 0.1435 -2.5489 -0.4786  0.073
H -2.6882 -1.5336 0.6995  0.104
H 1.1558 1.7493 -0.1661  0.130
H 0.4771 0.9936 1.3007  0.144
H 2.1456 -0.3394 -0.0682  0.152
H -1.0473 1.7387 -1.2458  0.147

Model iv:
ORCA calculation (ωB97M-V/def2-TZVPD) on a gas-phase ion, C5H6N (charge +1).

## Properties
- Molar mass: 80.11 g/mol
- HOMO-LUMO gap: 0.2791 Ha
- Lowest unoccupied orbital energy: -6.0 eV
- Total charge: +1

Last column: Löwdin charge in e.
Geometry (Å):
C 1.0530 -0.4690 -1.3043  -0.004
C -1.5441 0.1675 -1.5645  0.394
C 0.6587 0.2131 1.2644  -0.070
C 0.6621 0.1514 -0.0694  -0.075
C -0.3962 -0.1045 -1.2033  -0.151
N -0.4621 0.2908 2.0630  0.147
H 1.3103 -0.0631 -2.2994  0.149
H 1.3118 -1.5787 -1.4736  0.172
H -2.5143 0.2171 -1.7665  0.049
H 1.6912 0.4749 1.6461  0.180
H -0.4104 0.5349 3.0277  0.113
H -1.3600 0.1655 1.6798  0.096

Most stable to least stable, the ends of the list are model i and model ii.

Model i:
ORCA calculation (ωB97M-V/def2-TZVPD) on a single C3H9NOS molecule.

## Properties
- Molar mass: 107.18 g/mol
- HOMO-LUMO gap: 0.3541 Ha
- Lowest unoccupied orbital energy: 0.7 eV
- SMILES: N[C@H](CO)CS

Last column: Löwdin charge in e.
Geometry (Å):
N 0.8413 0.4254 -1.1242  0.014
C 0.5127 -0.0707 0.2205  -0.442
C 1.1871 -1.3995 0.5288  -0.250
O 2.6273 -1.3059 0.4213  -0.080
C -1.1148 -0.0769 0.3600  -0.554
S -2.1099 1.3279 -0.1973  0.679
H 1.4409 -0.3201 -1.5760  0.093
H 1.4170 1.2599 -1.0497  0.071
H 0.7965 0.6699 0.9845  0.127
H 0.7337 -2.3126 0.0580  0.134
H 1.0920 -1.5335 1.6395  0.127
H 2.7962 -2.1700 0.8201  0.081
H -1.1542 -0.0402 1.5363  0.094
H -1.3753 -1.1010 0.0632  0.063
H -2.4055 1.0534 -1.4762  -0.157

Model ii:
ORCA calculation (ωB97M-V/def2-TZVPD) on a single C3H9NOS molecule.

## Properties
- Molar mass: 107.18 g/mol
- HOMO-LUMO gap: 0.3667 Ha
- Lowest unoccupied orbital energy: 0.8 eV
- SMILES: CN=S(C)(C)=O

Last column: Löwdin charge in e.
Geometry (Å):
C -0.3845 1.4052 -1.6764  -0.199
N -0.9214 0.6888 -0.5081  -0.324
S 0.1742 0.2504 0.4345  0.629
C -0.9972 -0.6879 1.3967  -0.187
C 1.2742 -1.2572 0.1691  -0.131
O 1.0036 1.1651 1.1271  -0.338
H 0.6092 1.1332 -2.0018  0.055
H -1.0181 1.3968 -2.5820  0.075
H -0.2560 2.4527 -1.4615  0.058
H -1.2317 -0.1300 2.3862  0.106
H -0.7282 -1.7180 1.4987  0.038
H -1.7954 -0.5000 0.6829  0.035
H 0.7337 -1.9699 -0.4003  0.042
H 2.1698 -0.8035 -0.3471  0.072
H 1.3679 -1.4257 1.2822  0.071

Most stable to least stable, the ends of the list are model i and model ii.